No. 1
# C30H42N2O2P2Sn

A molecular structure, C30H42N2O2P2Sn (ωB97M-V/def2-TZVPD, the OMol25 dataset).

Geometry (Å):
P: 5.0626 1.1889 -2.6359
P: 3.2756 -1.3624 -4.4323
C: 5.7938 -0.1002 -3.7915
C: 4.8932 -0.5533 -4.9554
H: 6.0765 -0.9645 -3.1587
H: 6.7315 0.3318 -4.1917
H: 4.6214 0.3019 -5.5989
H: 5.4427 -1.2821 -5.5823
C: 4.0513 -3.0252 -4.1670
H: 3.2845 -3.6955 -3.7717
H: 4.8669 -2.9562 -3.4359
H: 4.4560 -3.4463 -5.0970
C: 2.5518 -1.7356 -6.0798
H: 3.0661 -2.5712 -6.5726
H: 2.5813 -0.8461 -6.7187
H: 1.5051 -2.0116 -5.8989
C: 6.5704 1.2583 -1.5642
H: 6.2925 1.6922 -0.5987
H: 7.3563 1.8748 -2.0266
H: 6.9760 0.2521 -1.3800
C: 5.3171 2.7088 -3.6333
H: 4.7344 2.6230 -4.5604
H: 6.3800 2.8795 -3.8561
H: 4.9218 3.5362 -3.0289
Sn: -1.1507 1.4782 -1.8074
C: 1.8876 -2.5981 -1.3692
C: 3.1221 -3.0988 -1.1190
C: 4.1012 -2.5464 -0.1383
C: 3.4690 -1.7211 1.0064
C: 3.7680 -0.2704 0.8765
C: 3.5758 0.3726 -0.2768
C: 2.7102 -0.2033 -1.4016
C: 1.4899 -1.1517 -1.1374
C: -0.0759 1.9571 0.0897
H: 1.0815 -3.2530 -1.7711
H: 3.5005 -4.0242 -1.6032
H: 4.8999 -2.0091 -0.6767
H: 4.6458 -3.3722 0.3339
H: 2.3881 -1.9320 1.0322
H: 3.8615 -2.0562 1.9794
H: 4.0785 0.2646 1.7893
H: 3.7325 1.4639 -0.3486
H: 3.3844 -0.7687 -2.0653
H: 2.3050 0.5923 -2.0541
H: 1.0127 -0.9352 -0.1618
H: 0.6686 -0.8885 -1.8567
H: -0.1139 3.0655 0.1674
H: 0.9792 1.6279 0.1171
H: -0.6940 1.5658 0.9321
O: -2.3693 -0.6660 -2.1215
C: -2.7946 -0.5944 -0.9451
N: -3.4232 -1.5917 -0.2190
C: -3.9303 -0.9844 0.9823
C: -2.8572 0.1148 1.1445
O: -2.3033 0.4798 2.1591
N: -2.5497 0.5002 -0.1601
C: -5.2676 -0.2950 0.7010
C: -5.3946 1.0892 0.7774
C: -6.6116 1.6962 0.4464
C: -7.6903 0.9042 0.0404
C: -7.5729 -0.4957 -0.0113
C: -6.3549 -1.0979 0.3243
C: -4.0649 -1.9584 2.1415
C: -4.9671 -1.6777 3.1750
C: -5.1936 -2.6047 4.1912
C: -4.4616 -3.7954 4.2151
C: -3.5148 -4.0561 3.2154
C: -3.3098 -3.1314 2.1801
H: -3.8363 -2.3752 -0.7223
H: -4.5797 1.7286 1.1153
H: -6.6970 2.7797 0.5151
H: -8.6348 1.3695 -0.2370
H: -8.4139 -1.1308 -0.3064
H: -6.2484 -2.1870 0.3308
H: -5.5140 -0.7340 3.1618
H: -5.9298 -2.3740 4.9594
H: -4.6205 -4.4989 5.0275
H: -2.9262 -4.9741 3.2499
H: -2.5651 -3.3396 1.4063

Forces on atoms 1 to 3 (eV/Å):
2.5 -0.2 -1.0
2.1 -1.3 -1.6
-0.5 -0.4 -0.1

## Properties
orbital gap (alpha / beta) = 2.5 / 1.4 eV
charge = +2
LUMO level (alpha / beta) = -0.36114 / -0.38940 Eh
E_HOMO (alpha / beta) = -12.35 / -12.05 eV

=====

No. 2
# C30H42N9O4Pt

A molecular structure, C30H42N9O4Pt (ωB97M-V/def2-TZVPD, the OMol25 dataset).

Geometry (Å):
Pt: 1.3218 -0.2026 0.4220
O: 3.8043 -4.6374 3.1872
C: 3.8220 -3.5632 3.9550
O: 4.3302 -3.5364 5.0432
C: 3.1561 -2.3313 3.4249
C: 3.0409 -1.1657 4.1535
N: 2.3949 -0.2693 3.3857
N: 2.0741 -0.8006 2.2028
C: 2.5389 -2.0423 2.1984
C: 2.3305 -2.8058 0.9266
O: 2.6392 -3.9816 0.8524
O: 1.8324 -2.0975 -0.0366
H: 3.3646 -4.4835 2.3125
H: 3.3772 -0.9404 5.1515
H: 2.1139 0.6696 3.6140
C: -2.6877 -3.7788 1.8893
N: -1.7551 -2.9458 1.1526
C: -1.1015 -3.5966 0.0294
C: -1.7004 -1.5881 1.3087
N: -1.5366 -0.7374 0.3342
C: -2.1038 -1.0995 -0.8956
C: -3.4538 -1.3846 -0.9156
C: -4.0986 -1.9002 -2.0491
C: -3.3723 -2.1556 -3.1714
C: -1.9978 -1.8202 -3.2256
C: -1.2873 -2.1066 -4.4183
C: 0.0284 -1.7895 -4.5364
C: 0.6557 -1.0977 -3.4878
C: 0.0007 -0.7594 -2.3278
N: 0.7453 0.1481 -1.4946
C: 1.1748 1.2486 -2.1109
N: 0.3715 1.9780 -2.9245
C: 0.8626 2.5627 -4.1633
C: -1.0751 1.9253 -2.8050
N: 2.4427 1.6919 -1.9560
C: 3.5332 0.7984 -1.5846
C: 2.7655 3.1081 -1.8841
C: -1.3477 -1.2060 -2.1117
N: -1.8181 -1.1377 2.6027
C: -2.0879 0.2628 2.8288
C: -1.1797 -1.8249 3.7140
H: -3.3590 -4.2776 1.1843
H: -3.2866 -3.1711 2.5627
H: -2.1711 -4.5504 2.4665
H: -0.7097 -4.5566 0.3700
H: -0.2659 -2.9927 -0.3172
H: -1.7903 -3.7740 -0.8022
H: -4.0139 -1.2487 0.0024
H: -5.1570 -2.1229 -2.0119
H: -3.8286 -2.6065 -4.0431
H: -1.8168 -2.5952 -5.2263
H: 0.5869 -2.0396 -5.4283
H: 1.6887 -0.7898 -3.6020
H: 1.9218 2.3549 -4.2833
H: 0.7067 3.6434 -4.1827
H: 0.3233 2.1198 -5.0039
H: -1.3552 1.5888 -1.8088
H: -1.5169 1.2443 -3.5365
H: -1.4741 2.9276 -2.9765
H: 3.3051 -0.2184 -1.8952
H: 3.7079 0.8009 -0.5069
H: 4.4328 1.1389 -2.0978
H: 1.8718 3.7075 -2.0272
H: 3.4997 3.3814 -2.6438
H: 3.1902 3.3332 -0.9016
H: -2.6763 0.6530 2.0032
H: -1.1674 0.8588 2.9009
H: -2.6437 0.3731 3.7613
H: -1.1916 -2.9004 3.5784
H: -1.7184 -1.5926 4.6329
H: -0.1402 -1.5099 3.8407
C: -1.8965 3.7662 1.0199
C: -0.3810 3.9849 1.1398
C: -0.0167 4.5251 2.5284
C: 0.1178 4.9250 0.0353
C: 0.2727 2.6761 0.9633
N: 0.7642 1.6518 0.8277
H: -2.3992 4.7184 1.1897
H: -2.2516 3.0514 1.7602
H: -2.1672 3.4024 0.0288
H: -0.4818 5.5025 2.6547
H: 1.0613 4.6430 2.6394
H: -0.3854 3.8673 3.3158
H: -0.3930 5.8826 0.1351
H: -0.1048 4.5190 -0.9525
H: 1.1911 5.0979 0.1153

Forces on atoms 1 to 3 (eV/Å):
0.0 -0.2 -0.2
0.0 0.0 0.0
0.0 0.0 0.0

## Properties
orbital gap = 7.4 eV
charge = +1
LUMO level = -0.08931 Eh
E_HOMO = -9.83 eV

=====

No. 3
# C30H42NPb

A molecular structure, C30H42NPb (ωB97M-V/def2-TZVPD, the OMol25 dataset).

Geometry (Å):
C: 1.2994 -3.0112 -0.8403
C: 2.2101 -2.2691 -1.6334
C: 1.6816 -2.1949 -2.9457
C: 0.4142 -2.8335 -2.9486
C: 0.1759 -3.3313 -1.6445
Pb: -0.1955 0.2604 0.4696
C: -2.9895 2.3241 -1.1121
C: -2.7962 1.9982 0.2033
H: -2.9008 2.7888 0.9572
C: -2.5251 0.6694 0.7065
H: -2.9265 -0.2022 0.1579
H: -2.5841 0.5979 1.8110
C: -3.3080 3.7395 -1.4720
H: -2.6721 4.4464 -0.9124
H: -3.1171 3.8843 -2.5418
H: -4.3641 4.0016 -1.2629
C: -3.1984 1.2740 -2.1677
H: -2.4102 0.5129 -2.1208
H: -4.1814 0.7643 -2.0721
H: -3.1424 1.7315 -3.1688
C: 3.4563 -1.6218 -1.1828
H: 3.5274 -1.5994 -0.0870
H: 4.3322 -2.1655 -1.5699
H: 3.5171 -0.5850 -1.5509
C: 2.3083 -1.4509 -4.0460
H: 2.2151 -0.3688 -3.8877
H: 3.3767 -1.6859 -4.1073
H: 1.8369 -1.6921 -5.0007
C: -0.5209 -2.9339 -4.0769
H: -0.2983 -2.1788 -4.8335
H: -0.4636 -3.9189 -4.5576
H: -1.5550 -2.7942 -3.7406
C: -1.0454 -4.0197 -1.1915
H: -1.9165 -3.6697 -1.7579
H: -0.9634 -5.1056 -1.3400
H: -1.2267 -3.8411 -0.1234
C: 1.4863 -3.3479 0.5898
H: 0.5273 -3.6162 1.0590
H: 2.1674 -4.2102 0.7088
H: 1.9356 -2.4989 1.1362
C: 0.0294 1.5405 -1.4943
C: -0.1402 2.9048 -1.4550
C: 0.1653 0.8903 -2.7129
C: -0.1471 3.7012 -2.6161
H: 0.0225 3.3350 -0.4539
C: 0.1724 1.6604 -3.8992
H: 0.2523 -0.2008 -2.7853
C: -0.0384 3.0494 -3.8438
H: -0.2230 4.7962 -2.5409
H: 0.3329 1.1676 -4.8650
H: -0.1533 3.6199 -4.7723
C: 2.1437 -0.3562 4.9107
N: 1.2361 -1.0551 3.9631
C: 1.2037 -2.5223 4.2461
C: -0.1743 -0.4655 3.9139
C: -0.1116 1.0145 3.6812
C: -0.1016 1.8453 4.8159
C: -0.0362 3.2316 4.6712
C: -0.0677 3.7941 3.3919
C: -0.0880 2.9479 2.2644
C: -0.0495 1.5755 2.4117
H: 1.6952 -0.3793 5.9089
H: 2.2999 0.6724 4.5879
H: 3.0989 -0.8914 4.9186
H: 1.6318 -0.9285 3.0133
H: 0.7585 -2.6599 5.2421
H: 0.5913 -3.0207 3.4828
H: 2.2309 -2.9118 4.2270
H: -0.7089 -1.0294 3.1335
H: -0.6424 -0.7243 4.8739
H: -0.1373 1.3931 5.8117
H: 0.0314 3.8777 5.5508
H: -0.0835 4.8758 3.2359
H: -0.1599 3.4053 1.2795

Forces on atoms 1 to 3 (eV/Å):
0.9 0.9 -0.4
-1.0 -1.2 2.3
-2.9 -1.0 -1.2

## Properties
orbital gap (alpha / beta) = 4.9 / 6.0 eV
charge = +1
LUMO level (alpha / beta) = -0.16362 / -0.11875 Eh
E_HOMO (alpha / beta) = -9.34 / -9.25 eV

=====

Number 1: largest force on an atom 2.9 eV Å⁻¹. Number 2: largest force on an atom 0.3 eV Å⁻¹. Number 3: largest force on an atom 3.3 eV Å⁻¹.